Formula: C3H8O2S
Source: OMol25
Level of theory: the ωB97M-V functional and the def2-TZVPD basis

CARTESIAN COORDINATES (ANGSTROEM)
C (-1.7073, 0.4702, -1.2406)
C (-2.3675, -1.4245, 0.0562)
C (-1.8585, -0.2008, 0.0426)
O (3.5956, 1.7199, 0.5133)
O (3.5529, -0.3787, 2.1973)
S (3.1584, 0.1075, 0.9122)
H (-2.1044, 1.4946, -0.9709)
H (-0.6212, 0.4557, -1.5821)
H (-2.2103, -0.1514, -2.0173)
H (-2.5971, -2.1255, -0.7605)
H (2.9633, 2.2994, 0.8768)
H (-2.3165, -1.9443, 0.9670)
H (-1.5631, 0.2459, 0.9615)
H (4.0759, -0.5681, 0.0446)

As for the spin multiplicity: 1. The HOMO-LUMO gap is 0.369 Eh. The calculation puts the molar mass at 108.16 g/mol. Its calculated total energy is -667.65948 Ha.

---

Formula: C11H17BO2
Source: OMol25
Level of theory: the ωB97M-V functional and the def2-TZVPD basis

CARTESIAN COORDINATES (ANGSTROEM)
O (-3.4458, -0.3413, -3.5540)
O (-2.5557, 1.7761, -4.0913)
B (-2.7363, 0.7859, -3.1541)
C (-2.4504, 1.3775, -0.5050)
C (-0.6902, 0.6702, -1.9894)
C (-1.5069, 1.4831, 0.5085)
C (0.2203, 0.7428, -0.9478)
C (-2.0324, 0.9290, -1.7451)
C (-0.1449, 1.1826, 0.3192)
C (3.2670, -1.6793, 1.8476)
C (0.7058, 1.0935, 1.5443)
C (2.2637, -1.5057, 0.7451)
C (0.4856, -0.3027, 2.2103)
C (0.8050, -1.4724, 1.2663)
H (-3.5345, -0.9779, -2.8133)
H (-3.0287, 1.5480, -4.9114)
H (-3.4861, 1.6921, -0.3298)
H (-0.4141, 0.3656, -2.9983)
H (-1.8333, 1.7028, 1.5079)
H (1.2809, 0.5545, -1.1467)
H (4.2550, -1.9467, 1.4640)
H (2.9827, -2.5039, 2.5102)
H (3.3876, -0.8224, 2.5121)
H (0.3557, 1.8884, 2.2111)
H (1.7846, 1.2160, 1.3327)
H (2.4289, -0.5319, 0.2251)
H (2.3701, -2.2916, -0.0165)
H (-0.5582, -0.4109, 2.6091)
H (1.1156, -0.3439, 3.1318)
H (0.0892, -1.4569, 0.4344)
H (0.6198, -2.4208, 1.8230)

As for the spin multiplicity: 1. The SMILES is CCCCCc1ccc(B(O)O)cc1. The HOMO-LUMO gap is 0.350 Eh. The calculation puts the molar mass at 192.07 g/mol. Its calculated total energy is -604.78641 Ha.

---

Formula: C5H9NS2
Source: OMol25
Level of theory: the ωB97M-V functional and the def2-TZVPD basis

CARTESIAN COORDINATES (ANGSTROEM)
C (-0.9713, 0.2616, 0.9667)
C (-0.4869, -1.0775, 0.6869)
C (0.0091, -1.0105, -0.7324)
C (-0.5116, 0.9337, -0.4596)
C (0.8235, 0.3035, -0.9976)
H (0.7568, 1.2598, 2.3814)
H (-2.1297, 0.1963, 1.2287)
H (0.3774, -1.4521, 1.3037)
H (-1.1984, -1.7757, 1.0884)
H (0.2348, -1.9478, -1.1609)
H (-1.0627, -0.0899, -2.2538)
H (-0.9227, 2.0546, -0.6279)
H (1.0515, 0.6244, -2.0619)
H (3.4167, -0.0329, -0.4366)
N (-1.2037, -0.3008, -1.3246)
S (-0.5730, 1.2615, 2.3286)
S (2.3903, 0.7919, 0.0708)

As for the spin multiplicity: 1. The HOMO-LUMO gap is 0.350 Eh. The calculation puts the molar mass at 147.27 g/mol. Its calculated total energy is -1046.91562 Ha.

---

Formula: C4H8NO4P
Source: OMol25
Level of theory: the ωB97M-V functional and the def2-TZVPD basis

CARTESIAN COORDINATES (ANGSTROEM)
C (1.8833, 1.0720, -0.1624)
P (1.5333, -0.2926, 1.0231)
O (2.1128, -1.5677, 0.1565)
C (-0.3033, -0.6405, 0.7555)
O (-0.5093, -1.5716, -0.3393)
C (-0.7741, -0.8566, -1.4512)
O (-0.7858, -1.2841, -2.5644)
O (-1.0584, 0.4308, -1.1192)
C (-1.1409, 0.5528, 0.3059)
N (-2.4861, 0.5409, 0.8058)
H (2.5500, 0.6752, -0.9353)
H (2.4152, 1.8750, 0.3571)
H (1.0206, 1.5039, -0.6667)
H (2.8887, -1.9257, 0.6094)
H (-0.6785, -1.1318, 1.6535)
H (-0.6895, 1.4882, 0.6457)
H (-3.0135, -0.2464, 0.4386)
H (-2.9645, 1.3783, 0.4872)

As for the spin multiplicity: 1. The SMILES is CP(O)[C@@H]1OC(=O)O[C@H]1N. The HOMO-LUMO gap is 0.361 Eh. The calculation puts the molar mass at 165.09 g/mol. Its calculated total energy is -854.31572 Ha.

---

Formula: C14H17ClN2O2
Source: OMol25
Level of theory: the ωB97M-V functional and the def2-TZVPD basis

CARTESIAN COORDINATES (ANGSTROEM)
C (0.4147, 5.0771, -1.1331)
C (0.0481, 3.7021, -0.6653)
C (-0.1757, 2.6805, -1.5809)
C (-0.5439, 1.4160, -1.1614)
C (-0.6739, 1.1463, 0.1954)
C (-0.4525, 2.1615, 1.1201)
C (-0.0994, 3.4264, 0.6889)
H (0.0640, 4.2107, 1.4144)
H (-0.5705, 1.9599, 2.1755)
C (-1.1196, -0.2019, 0.6444)
O (-2.2038, -0.6648, 0.3429)
N (-0.2612, -0.8604, 1.4872)
C (1.1688, -0.6621, 1.4182)
H (1.3964, 0.3932, 1.2766)
C (1.7348, -1.5013, 0.2410)
N (0.7504, -2.4962, -0.1389)
C (0.1098, -2.3387, -1.3223)
O (0.4953, -1.5564, -2.1687)
C (-1.1220, -3.1912, -1.5791)
H (-1.8899, -3.0098, -0.8262)
H (-1.5055, -2.9343, -2.5665)
Cl (-0.7372, -4.9318, -1.5995)
C (0.2280, -3.2054, 1.0070)
H (1.0879, -3.5723, 1.5755)
C (-0.6043, -2.2178, 1.8624)
H (-1.6740, -2.3389, 1.6842)
H (-0.4004, -2.3581, 2.9275)
H (-0.3641, -4.0638, 0.7009)
H (2.6657, -1.9987, 0.5277)
H (1.9156, -0.8749, -0.6340)
H (1.5958, -0.9897, 2.3702)
H (-0.7077, 0.6276, -1.8798)
H (-0.0643, 2.8785, -2.6369)
H (0.9237, 5.6336, -0.3497)
H (-0.4861, 5.6264, -1.4084)
H (1.0571, 5.0290, -2.0095)

As for the spin multiplicity: 1. The SMILES is Cc1ccc(C(=O)N2CCN(C(=O)CCl)CC2)cc1. The HOMO-LUMO gap is 0.362 Eh. The calculation puts the molar mass at 280.75 g/mol. Its calculated total energy is -1263.89961 Ha.

---

Formula: C3H15NO4
Source: OMol25
Level of theory: the ωB97M-V functional and the def2-TZVPD basis

CARTESIAN COORDINATES (ANGSTROEM)
N (-1.2547, -1.2441, -1.1449)
C (1.8387, -1.4427, 0.8200)
C (0.4765, -0.4212, 2.5721)
C (1.0986, -0.4116, 1.3367)
H (-0.7068, -0.7900, -1.8697)
H (-0.6092, -1.6562, -0.4934)
H (1.8746, -2.3524, 1.4143)
H (2.6086, -1.1835, 0.1054)
H (0.0186, 0.4878, 2.9374)
H (0.8939, -1.1241, 3.2880)
H (0.9525, 0.5205, 0.7855)
H (-0.9795, 1.8495, -0.7953)
H (-1.3405, 3.0839, 0.1641)
O (-1.1901, 2.1417, 0.1496)
H (-1.3135, -0.2812, 1.9501)
H (-1.8809, -0.1754, 0.4512)
O (-2.0673, -0.3655, 1.3976)
H (2.1161, 0.3304, -2.4782)
H (0.5712, 0.9035, -2.0592)
O (1.4873, 0.2696, -1.7460)
H (-0.3031, 2.3202, -2.8503)
H (-1.8124, -1.9722, -1.5691)
O (-0.4786, 1.5129, -2.3660)

As for the spin multiplicity: 1. The HOMO-LUMO gap is 0.146 Eh. The calculation puts the molar mass at 129.16 g/mol. Its calculated total energy is -478.80075 Ha.

---

Formula: C28H25F15N4PdSi
Source: OMol25
Level of theory: the ωB97M-V functional and the def2-TZVPD basis

CARTESIAN COORDINATES (ANGSTROEM)
Pd (-0.2869, -0.3504, -0.0536)
C (2.6796, -0.6265, -0.8170)
N (1.9270, -0.0282, 0.2934)
C (2.0753, 1.4467, 0.2183)
C (0.8823, 2.1568, 0.8270)
N (-0.2372, 1.7502, 0.0096)
C (-1.2635, 2.6301, -0.1105)
C (-1.7561, 3.4576, 0.9128)
F (-1.2254, 3.3836, 2.1454)
C (-2.7881, 4.3587, 0.7237)
F (-3.2270, 5.1080, 1.7496)
C (-3.3834, 4.4897, -0.5129)
F (-4.3874, 5.3706, -0.7066)
C (-2.9099, 3.7214, -1.5620)
F (-3.4184, 3.9174, -2.7939)
C (-1.8828, 2.8251, -1.3593)
F (-1.3834, 2.1886, -2.4310)
C (2.5840, -0.4909, 1.5506)
C (2.0688, -0.0077, 2.8946)
N (0.7421, -0.4659, 3.1770)
C (0.2824, -0.3233, 4.4055)
C (0.7519, 0.5063, 5.4729)
F (1.7755, 1.3899, 5.2686)
C (0.1764, 0.5541, 6.7292)
F (0.6931, 1.3880, 7.6622)
C (-0.9191, -0.2133, 7.0515)
F (-1.4608, -0.1919, 8.2992)
C (-1.4204, -1.0536, 6.0608)
F (-2.4620, -1.8569, 6.3630)
C (-0.8531, -1.1055, 4.8145)
F (-1.3547, -1.9950, 3.9463)
H (3.7303, -0.3032, -0.7795)
H (2.2398, -0.3125, -1.7628)
H (2.6332, -1.7085, -0.7532)
H (2.0992, 1.7290, -0.8361)
H (3.0284, 1.7329, 0.6841)
H (1.0563, 3.2408, 0.7513)
H (0.7757, 1.9200, 1.8895)
H (3.6257, -0.1329, 1.4827)
H (2.6032, -1.5760, 1.5354)
H (2.2122, 1.0826, 2.9577)
H (2.8061, -0.4267, 3.6057)
C (-4.3972, -2.0065, -2.0463)
Si (-2.9961, -0.7235, -2.0327)
C (-3.7999, 0.6740, -3.0390)
C (-1.6148, -1.3865, -3.1285)
N (-2.3435, -0.3021, -0.4899)
C (-3.1381, 0.1850, 0.5335)
C (-4.5224, 0.4360, 0.3891)
C (-5.2852, 0.9791, 1.4122)
C (-4.7245, 1.2875, 2.6422)
C (-3.3725, 1.0091, 2.8233)
C (-2.6049, 0.4686, 1.8100)
H (-4.5608, -2.2932, -3.0917)
H (-5.3345, -1.5847, -1.6770)
H (-4.1915, -2.9091, -1.4778)
H (-4.4259, 0.2099, -3.8098)
H (-3.0540, 1.2806, -3.5491)
H (-4.4334, 1.3405, -2.4542)
H (-1.6106, -0.8430, -4.0772)
H (-1.7377, -2.4509, -3.3424)
H (-0.6391, -1.2508, -2.6572)
H (-5.0195, 0.2129, -0.5434)
H (-6.3404, 1.1623, 1.2332)
H (-5.3215, 1.7107, 3.4405)
H (-2.8973, 1.2111, 3.7767)
H (-1.5618, 0.2381, 2.0061)
F (0.4053, -2.6194, -1.5484)
C (-0.0207, -2.3604, -0.2329)
F (1.0421, -2.8003, 0.5405)
C (-1.0658, -3.4652, 0.0299)
F (-1.2147, -3.6892, 1.3345)
F (-2.2651, -3.1691, -0.4746)
F (-0.6963, -4.6443, -0.5346)

As for the spin multiplicity: 1. Its total charge is -2. The HOMO-LUMO gap is 0.223 Eh. The calculation puts the molar mass at 837.01 g/mol. Its calculated total energy is -3216.39932 Ha.

---

Formula: C5H14N2
Source: OMol25
Level of theory: the ωB97M-V functional and the def2-TZVPD basis

CARTESIAN COORDINATES (ANGSTROEM)
C (-0.1014, 1.1289, 1.2086)
C (0.7175, 1.6716, 0.0436)
C (1.9505, 2.4161, 0.5215)
H (0.5003, 0.4139, 1.7748)
H (-0.9982, 0.6072, 0.8769)
H (-0.3835, 1.9398, 1.8842)
H (0.0995, 2.3025, -0.6029)
H (0.9985, 0.8419, -0.6076)
H (2.5488, 2.8332, -0.2901)
H (1.6864, 3.2341, 1.1913)
H (2.6071, 1.7283, 1.0587)
C (-1.7829, -2.3135, 0.3909)
N (-0.5605, -1.9379, -0.2770)
C (-0.5459, -1.5056, -1.5687)
N (0.5358, -1.3764, -2.2286)
H (-1.6669, -3.2619, 0.9186)
H (-2.1068, -1.5786, 1.1315)
H (-2.5920, -2.4580, -0.3243)
H (0.3118, -2.3360, 0.0335)
H (-1.5346, -1.2462, -1.9539)
H (0.3166, -1.1033, -3.1812)

As for the spin multiplicity: 1. The SMILES is [H]/N=C/NC.CCC. The HOMO-LUMO gap is 0.362 Eh. The calculation puts the molar mass at 102.18 g/mol. Its calculated total energy is -308.39842 Ha.